C46H34GeN3Re | wB97M-V/def2-TZVPD

Last column: Löwdin charge in e.
Cartesian coordinates (Å):
Re 10.854 12.896 12.726  1.55
C 9.991 16.723 14.597  -0.04
C 11.300 17.158 14.900  -0.01
C 12.395 16.376 14.475  -0.01
C 12.157 15.191 13.844  -0.20
C 10.862 14.770 13.517  -0.22
C 9.793 15.569 13.849  -0.08
C 13.294 14.264 13.586  -0.19
C 14.614 14.504 13.854  0.02
C 15.559 13.503 13.683  0.09
C 15.120 12.244 13.144  -0.14
C 15.993 11.185 12.937  0.01
C 15.436 9.987 12.507  -0.02
C 14.069 9.821 12.186  -0.02
C 13.239 10.888 12.341  -0.06
C 13.744 12.072 12.841  -0.19
N 12.861 13.085 13.097  -0.02
H 9.122 17.323 14.883  0.12
H 11.404 18.176 15.279  0.12
H 13.377 16.835 14.544  0.12
H 8.791 15.194 13.569  0.11
H 14.920 15.541 14.038  0.13
H 16.643 13.701 13.870  0.16
H 17.009 11.229 13.255  0.12
H 16.043 9.120 12.311  0.11
H 13.688 8.907 11.737  0.13
H 12.255 10.831 11.979  0.07
C 12.110 9.246 15.423  -0.03
C 11.356 8.771 14.337  -0.05
C 10.397 9.603 13.823  -0.03
C 10.259 10.909 14.291  -0.33
C 10.940 11.390 15.417  0.00
C 11.841 10.483 16.032  -0.03
N 9.490 11.844 13.606  -0.17
N 8.229 11.689 13.303  0.16
C 7.867 12.643 12.422  -0.17
C 6.484 13.194 12.498  0.02
C 6.208 14.421 12.000  -0.03
C 7.183 15.077 11.193  -0.04
C 8.476 14.700 11.064  -0.07
C 8.858 13.455 11.651  -0.28
H 12.877 8.626 15.941  0.14
H 11.439 7.738 14.087  0.12
H 9.685 9.249 13.056  0.13
H 10.636 12.404 15.828  0.15
H 12.340 10.825 16.890  0.10
H 5.762 12.528 12.935  0.12
H 5.203 14.892 12.037  0.14
H 6.801 16.011 10.899  0.11
H 9.203 15.249 10.527  0.12
C 10.157 12.841 11.067  -0.24
Ge 10.588 12.358 9.046  1.04
C 10.216 10.544 8.713  -0.31
C 9.951 10.153 7.393  -0.07
C 9.590 8.775 7.199  -0.04
C 9.415 7.868 8.252  -0.04
C 9.491 8.392 9.552  -0.08
C 10.000 9.628 9.753  -0.14
C 12.435 12.861 9.187  -0.33
C 13.351 12.010 8.644  -0.10
C 14.719 12.353 8.692  -0.03
C 15.151 13.578 9.317  -0.05
C 14.149 14.421 9.746  -0.09
C 12.802 14.085 9.745  -0.13
C 9.532 13.691 8.162  -0.30
C 10.101 14.908 7.775  -0.12
C 9.311 15.959 7.449  -0.06
C 7.911 15.770 7.425  -0.07
C 7.355 14.529 7.607  -0.08
C 8.156 13.494 8.109  -0.10
H 10.023 10.770 6.480  0.12
H 9.583 8.433 6.170  0.11
H 9.268 6.845 8.022  0.10
H 9.332 7.759 10.426  0.11
H 10.087 10.014 10.796  0.08
H 13.035 11.063 8.334  0.08
H 15.508 11.809 8.168  0.11
H 16.131 13.907 9.019  0.11
H 14.315 15.392 10.199  0.11
H 12.016 14.722 10.076  0.08
H 11.164 14.950 7.618  0.10
H 9.753 16.927 7.269  0.12
H 7.214 16.621 7.279  0.13
H 6.253 14.414 7.525  0.13
H 7.779 12.504 8.315  0.11

Net charge   +2
Relative energy (zero: lowest compared OMol25 entry of this formula, charge and spin)   120.7 kJ/mol

C46H38N5O2RhS2Si | wB97M-V/def2-TZVPD

Last column: Löwdin charge in e.
Cartesian coordinates (Å):
Rh -0.163 0.954 -0.285  0.88
C 3.564 -3.338 6.408  -0.05
C 3.343 -2.575 5.131  -0.27
C 4.405 -2.230 4.305  -0.03
C 4.197 -1.560 3.107  -0.05
C 2.909 -1.225 2.724  -0.28
C 1.839 -1.541 3.547  -0.05
C 2.056 -2.206 4.740  -0.03
S 2.652 -0.528 1.100  0.59
O 3.927 0.023 0.712  -0.30
O 2.129 -1.601 0.287  -0.34
N 1.456 0.539 1.225  -0.18
C 1.670 1.594 2.135  -0.24
C 2.823 1.829 2.864  -0.02
C 2.900 2.832 3.849  -0.06
C 1.839 3.634 4.141  -0.05
C 0.652 3.468 3.395  -0.16
C -0.500 4.245 3.645  -0.01
C -1.628 4.042 2.911  -0.04
C -1.583 3.091 1.875  -0.13
N -0.530 2.369 1.594  0.07
C 0.581 2.495 2.373  -0.14
H 4.619 -3.363 6.676  0.07
H 3.222 -4.369 6.302  0.08
H 3.011 -2.894 7.236  0.08
H 5.415 -2.486 4.602  0.11
H 5.029 -1.294 2.468  0.12
H 0.841 -1.218 3.284  0.09
H 1.216 -2.435 5.386  0.12
H 3.718 1.259 2.689  0.09
H 3.835 2.947 4.382  0.11
H 1.888 4.395 4.908  0.11
H -0.466 4.994 4.428  0.12
H -2.536 4.603 3.083  0.11
H -2.462 2.951 1.260  0.08
S 1.830 3.202 -3.557  1.02
C 3.008 2.142 -2.911  -0.40
C 2.550 1.391 -1.873  -0.18
C 1.183 1.659 -1.550  -0.29
C 0.695 2.633 -2.397  -0.54
C -0.676 2.995 -2.257  -0.28
C -1.361 3.981 -2.975  -0.01
C -2.692 4.208 -2.718  -0.05
C -3.340 3.432 -1.759  -0.06
C -2.613 2.467 -1.106  -0.16
N -1.307 2.255 -1.313  -0.04
H 3.999 2.118 -3.337  0.07
H 3.187 0.687 -1.365  0.07
H -0.825 4.554 -3.720  0.11
H -3.232 4.969 -3.267  0.11
H -4.392 3.546 -1.543  0.11
H -3.097 1.803 -0.404  0.09
C -1.474 -5.190 -0.708  -0.10
C -0.265 -4.582 -0.408  -0.08
C -0.035 -3.259 -0.759  -0.12
C -1.005 -2.481 -1.402  -0.24
C -2.195 -3.139 -1.740  -0.10
C -2.433 -4.464 -1.395  -0.09
Si -0.704 -0.670 -1.960  0.77
C 0.465 -0.961 -3.424  -0.24
C 0.146 -0.912 -4.783  -0.09
C 1.083 -1.223 -5.762  -0.09
C 2.365 -1.607 -5.406  -0.09
C 2.698 -1.696 -4.062  -0.08
C 1.761 -1.376 -3.093  -0.11
C -2.402 -0.062 -2.588  -0.27
C -2.506 0.786 -3.697  -0.12
C -3.729 1.249 -4.158  -0.09
C -4.901 0.897 -3.505  -0.10
C -4.827 0.098 -2.373  -0.08
C -3.597 -0.368 -1.927  -0.14
H -1.658 -6.221 -0.433  0.10
H 0.517 -5.141 0.094  0.10
H 0.925 -2.834 -0.522  0.05
H -2.955 -2.628 -2.314  0.08
H -3.370 -4.928 -1.677  0.10
H -0.858 -0.681 -5.105  0.08
H 0.801 -1.175 -6.807  0.10
H 3.096 -1.847 -6.169  0.10
H 3.690 -2.014 -3.766  0.10
H 2.054 -1.448 -2.051  0.08
H -1.610 1.127 -4.198  0.10
H -3.764 1.901 -5.024  0.11
H -5.859 1.248 -3.867  0.10
H -5.730 -0.175 -1.840  0.10
H -3.573 -0.982 -1.036  0.09
N -1.011 -1.394 1.496  0.01
C -1.783 -2.003 2.406  -0.08
C -2.945 -1.266 2.501  -0.05
C -2.774 -0.224 1.581  -0.15
N -1.598 -0.317 0.972  -0.05
H -0.109 -1.676 1.133  0.10
H -1.464 -2.910 2.891  0.13
H -3.792 -1.458 3.135  0.09
H -3.460 0.562 1.312  0.10

Net charge   0
Relative energy (zero: lowest compared OMol25 entry of this formula, charge and spin)   0.0 kJ/mol

C46H39BrN5O3PSSn | wB97M-V/def2-TZVPD

Last column: Löwdin charge in e.
Cartesian coordinates (Å):
Sn -1.752 0.823 1.095  1.38
C -2.195 3.353 3.978  -0.01
C -1.431 2.169 4.501  -0.30
C -0.757 2.231 5.713  0.01
C -0.061 1.126 6.156  0.00
C -0.086 -0.041 5.409  0.00
C -0.790 -0.058 4.222  -0.22
N -1.426 1.041 3.771  0.07
C -0.962 -1.317 3.432  -0.18
C -0.605 -2.556 3.946  0.03
C -0.946 -3.697 3.243  0.00
C -1.673 -3.596 2.069  0.02
C -1.978 -2.335 1.586  -0.21
N -1.580 -1.235 2.239  0.00
C -2.879 -2.126 0.420  -0.23
C -3.165 -3.127 -0.484  0.01
C -4.129 -2.890 -1.456  -0.01
C -4.811 -1.693 -1.450  0.00
C -4.470 -0.714 -0.516  -0.31
C -5.250 0.564 -0.443  -0.03
N -3.487 -0.923 0.366  0.03
H -2.492 4.011 4.791  0.09
H -3.096 3.032 3.453  0.08
H -1.580 3.926 3.286  0.09
H -0.786 3.141 6.297  0.13
H 0.489 1.160 7.088  0.13
H 0.461 -0.910 5.743  0.12
H -0.100 -2.637 4.897  0.12
H -0.691 -4.671 3.640  0.13
H -2.022 -4.485 1.563  0.12
H -2.648 -4.073 -0.451  0.11
H -4.360 -3.651 -2.189  0.13
H -5.614 -1.504 -2.149  0.13
H -6.298 0.332 -0.244  0.10
H -5.203 1.108 -1.385  0.07
H -4.888 1.208 0.353  0.06
O 2.279 0.258 3.014  0.16
C 2.199 -0.082 1.870  -0.42
C 2.815 -1.279 1.263  -0.14
C 3.878 -1.796 2.009  0.00
C 4.659 -2.819 1.505  -0.04
C 4.377 -3.324 0.246  -0.03
C 3.294 -2.844 -0.477  -0.07
C 2.484 -1.820 0.006  -0.30
P 0.967 -1.323 -0.930  1.12
C 1.667 -0.167 -2.159  -0.38
C 3.026 0.113 -2.273  -0.08
C 3.475 1.051 -3.193  -0.06
C 2.572 1.700 -4.022  -0.06
C 1.218 1.406 -3.936  -0.07
C 0.768 0.490 -2.998  -0.13
C 0.691 -2.853 -1.914  -0.39
C 0.432 -4.031 -1.210  -0.14
C 0.210 -5.225 -1.876  -0.08
C 0.235 -5.258 -3.265  -0.07
C 0.482 -4.094 -3.974  -0.06
C 0.706 -2.895 -3.304  -0.08
H 4.089 -1.356 2.974  0.13
H 5.486 -3.208 2.082  0.12
H 5.000 -4.099 -0.180  0.12
H 3.087 -3.276 -1.448  0.12
H 3.745 -0.416 -1.659  0.10
H 4.533 1.265 -3.270  0.11
H 2.924 2.434 -4.736  0.11
H 0.519 1.896 -4.601  0.10
H -0.289 0.269 -2.909  0.08
H 0.445 -4.016 -0.125  0.10
H 0.025 -6.133 -1.315  0.11
H 0.076 -6.191 -3.789  0.11
H 0.518 -4.116 -5.055  0.11
H 0.919 -2.001 -3.876  0.10
Br 6.648 1.879 0.078  0.78
C 5.132 2.737 0.805  -0.66
C 5.249 3.990 1.388  -0.08
C 4.120 4.608 1.912  -0.04
C 2.886 3.985 1.847  0.01
C 2.786 2.723 1.270  -0.13
C 3.911 2.094 0.744  -0.06
C 1.468 2.076 1.209  -0.39
O 0.410 2.644 1.283  0.02
O 1.468 0.707 0.976  -0.03
H 6.210 4.483 1.423  0.11
H 4.210 5.580 2.375  0.12
H 2.000 4.459 2.247  0.13
H 3.842 1.129 0.259  0.10
S -2.166 2.601 -1.232  0.49
C -2.862 2.987 -2.727  -0.84
N -3.263 2.114 -3.662  0.03
C -3.735 2.772 -4.886  -0.11
C -3.753 4.259 -4.473  -0.10
N -3.106 4.222 -3.160  0.03
H -3.030 1.139 -3.614  0.13
H -4.724 2.411 -5.161  0.12
H -3.055 2.586 -5.717  0.12
H -4.767 4.649 -4.393  0.12
H -3.192 4.886 -5.163  0.12
H -2.933 5.032 -2.591  0.15

Net charge   +2
Relative energy (zero: lowest compared OMol25 entry of this formula, charge and spin)   44.5 kJ/mol

| no. | LUMO (eV) | electronic energy (a.u.) |
| --- | --- | --- |
| 1 | -7.04 | -4092.098779 |
| 2 | 0.06 | -3396.456097 |
| 3 | -5.90 | -5803.327795 |